(1)
This record from the OMol25 dataset describes a cluster of 6 separate species, C31H58FN2O10S5 in total in a non-equilibrium geometry. The level of theory is ωB97M-V with the def2-TZVPD basis set.

```
107
Properties=species:S:1:pos:R:3:lowdin_charge:R:1
C 2.553 4.855 3.179 -0.13
C 3.041 4.459 1.685 -0.20
C 1.799 3.716 0.961 -0.19
N 2.156 2.339 0.395 -0.03
C 1.445 1.391 1.307 -0.12
C -0.062 1.086 1.015 0.08
C -0.774 0.125 2.027 0.04
C 0.059 -0.438 3.227 0.05
N 1.468 -0.115 3.381 0.12
C 2.206 0.759 2.503 0.00
C 3.741 1.141 2.689 -0.24
F 3.843 1.911 3.908 -0.05
C 4.709 -0.155 2.882 -0.17
C 6.192 0.478 3.142 -0.11
H 3.412 5.395 3.718 0.09
H 2.267 3.950 3.819 0.07
H 1.644 5.559 3.139 0.09
H 3.263 5.421 1.091 0.10
H 3.977 3.821 1.814 0.09
H 0.973 3.583 1.757 0.11
H 1.327 4.309 0.107 0.13
H 1.783 2.238 -0.559 0.11
H -0.610 1.549 0.119 0.13
H -1.885 -0.135 1.890 0.10
H -0.467 -1.128 3.972 0.11
H 1.992 -0.498 4.192 0.17
H 4.176 1.693 1.772 0.14
H 4.785 -0.778 1.911 0.13
H 4.432 -0.782 3.794 0.11
H 7.021 -0.304 3.092 0.08
H 6.190 1.052 4.142 0.09
H 6.379 1.280 2.332 0.08
C -5.506 0.015 5.745 -0.21
C -5.629 -0.053 4.221 -0.20
C -4.216 0.035 3.643 -0.23
S -3.122 -0.639 4.888 0.66
O -2.262 0.420 5.370 -0.33
O -2.598 -1.907 4.426 -0.34
C -4.383 -0.946 6.112 -0.22
H -6.441 -0.254 6.239 0.12
H -5.242 1.033 6.049 0.12
H -6.085 -1.006 3.935 0.12
H -6.265 0.745 3.831 0.12
H -4.121 -0.547 2.724 0.09
H -3.922 1.071 3.460 0.11
H -3.981 -0.777 7.110 0.11
H -4.704 -1.985 6.006 0.12
C 5.293 6.310 -3.760 -0.22
C 5.244 5.009 -2.955 -0.21
C 4.223 5.202 -1.832 -0.24
S 3.042 6.402 -2.433 0.66
O 3.150 7.596 -1.628 -0.31
O 1.777 5.743 -2.673 -0.34
C 3.840 6.704 -3.999 -0.23
H 5.834 6.186 -4.700 0.12
H 5.800 7.086 -3.177 0.12
H 4.924 4.190 -3.607 0.12
H 6.225 4.744 -2.554 0.12
H 3.704 4.273 -1.593 0.09
H 4.689 5.609 -0.933 0.10
H 3.718 7.748 -4.284 0.11
H 3.373 6.054 -4.742 0.11
C -3.514 -5.845 0.550 -0.22
C -2.167 -5.541 1.209 -0.21
C -2.420 -4.518 2.317 -0.23
S -4.103 -4.778 2.865 0.66
O -4.883 -3.604 2.532 -0.34
O -4.090 -5.342 4.195 -0.32
C -4.495 -6.067 1.695 -0.23
H -3.458 -6.717 -0.104 0.12
H -3.832 -4.989 -0.054 0.12
H -1.758 -6.460 1.642 0.13
H -1.439 -5.166 0.487 0.07
H -1.741 -4.660 3.159 0.11
H -2.341 -3.496 1.943 0.09
H -5.538 -5.989 1.390 0.11
H -4.317 -7.027 2.185 0.11
C 1.138 -3.051 -3.886 -0.21
C 0.875 -1.959 -2.848 -0.22
C -0.272 -2.438 -1.957 -0.22
S -0.202 -4.226 -1.971 0.68
O -1.392 -4.728 -2.620 -0.31
O 0.225 -4.696 -0.672 -0.33
C 1.164 -4.361 -3.110 -0.22
H 2.074 -2.883 -4.423 0.13
H 0.326 -3.066 -4.619 0.09
H 1.775 -1.810 -2.241 0.12
H 0.635 -1.003 -3.319 0.08
H -0.163 -2.080 -0.932 0.09
H -1.242 -2.135 -2.355 0.09
H 1.035 -5.239 -3.744 0.12
H 2.080 -4.453 -2.523 0.11
C -3.619 -0.585 -6.427 -0.22
C -3.418 -1.628 -5.327 -0.21
C -1.947 -2.043 -5.351 -0.23
S -1.039 -0.638 -5.989 0.68
O -0.466 -1.001 -7.263 -0.30
O -0.249 -0.054 -4.923 -0.34
C -2.463 0.396 -6.283 -0.23
H -4.584 -0.083 -6.340 0.12
H -3.577 -1.071 -7.408 0.12
H -3.660 -1.183 -4.355 0.12
H -4.074 -2.491 -5.463 0.12
H -1.582 -2.287 -4.354 0.06
H -1.780 -2.886 -6.024 0.12
H -2.303 1.005 -7.172 0.11
H -2.598 1.036 -5.407 0.11
```

Total charge ... +1
LUMO ... -4.45 eV
Frontier orbital gap ... 7.41 eV



(2)
This record from the OMol25 dataset describes a structure of composition C31H58N2O5PReS. The level of theory is ωB97M-V with the def2-TZVPD basis set.

```
99
Properties=species:S:1:pos:R:3:lowdin_charge:R:1
Re -0.948 0.248 -0.284 1.55
N -1.546 2.233 0.349 -0.06
C -2.218 2.228 1.691 -0.15
C -2.862 0.880 1.917 -0.16
N -1.835 -0.169 1.636 -0.07
H -0.835 2.963 0.354 0.10
H -2.218 2.501 -0.383 0.09
H -2.954 3.028 1.749 0.15
H -1.454 2.421 2.443 0.10
H -3.698 0.712 1.240 0.13
H -3.225 0.791 2.941 0.15
H -2.284 -1.088 1.594 0.11
H -1.191 -0.224 2.422 0.05
C 0.644 -0.045 -2.935 0.02
O -0.137 0.855 -2.056 -0.39
C -0.478 2.119 -2.772 -0.10
C -1.877 2.126 -3.321 -0.18
O -2.791 2.171 -2.248 -0.26
C -4.139 2.445 -2.674 -0.03
H 1.525 0.504 -3.257 0.10
H 0.013 -0.317 -3.779 0.12
H 0.904 -0.923 -2.360 0.09
H 0.249 2.219 -3.574 0.14
H -0.319 2.921 -2.054 0.12
H -2.060 1.248 -3.952 0.14
H -1.967 3.015 -3.957 0.16
H -4.188 3.425 -3.150 0.11
H -4.766 2.437 -1.787 0.10
H -4.487 1.683 -3.372 0.09
C -4.453 -3.934 -6.245 -0.01
C -3.890 -3.428 -4.956 -0.21
C -3.296 -4.308 -4.045 0.01
C -2.820 -3.868 -2.828 -0.01
C -2.920 -2.505 -2.534 -0.31
C -3.506 -1.599 -3.419 -0.04
C -3.987 -2.071 -4.621 0.00
S -2.321 -1.987 -1.021 0.67
O -2.598 -2.892 0.038 -0.20
O -2.789 -0.542 -0.720 -0.41
O -0.817 -1.632 -1.101 -0.45
H -3.943 -4.835 -6.578 0.10
H -4.395 -3.181 -7.030 0.09
H -5.508 -4.184 -6.108 0.11
H -3.224 -5.359 -4.291 0.14
H -2.392 -4.562 -2.116 0.13
H -3.612 -0.560 -3.143 0.09
H -4.465 -1.389 -5.313 0.13
C 1.826 2.149 5.128 -0.17
C 1.075 0.810 5.200 -0.15
C 0.409 0.459 3.857 -0.21
C 1.340 0.888 2.708 -0.38
C 1.437 2.432 2.669 -0.19
C 1.211 3.045 4.060 -0.17
P 1.169 0.105 1.044 1.07
C 1.614 -1.679 1.188 -0.38
C 0.478 -2.580 1.721 -0.21
C 1.041 -3.973 2.003 -0.16
C 1.998 -3.944 3.203 -0.16
C 2.665 -2.572 3.349 -0.17
C 2.930 -1.936 1.987 -0.17
C 2.388 0.902 -0.102 -0.39
C 2.086 2.342 -0.548 -0.20
C 2.863 2.650 -1.838 -0.16
C 4.234 1.953 -1.841 -0.17
C 4.742 1.804 -0.413 -0.16
C 3.858 0.830 0.390 -0.17
H 2.881 1.984 4.891 0.12
H 1.812 2.639 6.100 0.13
H 0.300 0.849 5.966 0.13
H 1.755 0.007 5.487 0.12
H -0.536 1.010 3.795 0.10
H 0.184 -0.608 3.847 0.09
H 2.331 0.502 2.978 0.11
H 0.730 2.858 1.949 0.08
H 2.432 2.713 2.323 0.11
H 0.143 3.176 4.261 0.11
H 1.648 4.043 4.083 0.13
H 1.778 -1.960 0.140 0.12
H -0.328 -2.647 0.997 0.06
H 0.058 -2.188 2.650 0.10
H 1.558 -4.325 1.105 0.13
H 0.224 -4.672 2.178 0.12
H 2.759 -4.715 3.083 0.12
H 1.458 -4.186 4.120 0.12
H 3.606 -2.661 3.890 0.13
H 2.039 -1.905 3.951 0.09
H 3.546 -2.612 1.391 0.14
H 3.522 -1.033 2.110 0.08
H 2.312 0.257 -0.985 0.09
H 2.405 3.030 0.231 0.11
H 1.018 2.525 -0.693 0.05
H 2.993 3.730 -1.914 0.13
H 2.288 2.351 -2.720 0.08
H 4.938 2.520 -2.446 0.13
H 4.166 0.964 -2.306 0.12
H 4.765 2.783 0.070 0.13
H 5.767 1.434 -0.399 0.13
H 3.931 1.072 1.452 0.11
H 4.228 -0.187 0.261 0.12
```

2S+1 ... 2
Total charge ... +3
LUMO (alpha / beta) ... -11.03 / -10.57 eV
Frontier orbital gap (alpha / beta) ... 5.98 / 6.45 eV



(3)
This record from the OMol25 dataset describes a cluster of 3 separate species, C31H59F10N4O7S in total in a non-equilibrium geometry. The level of theory is ωB97M-V with the def2-TZVPD basis set.

```
112
Properties=species:S:1:pos:R:3:lowdin_charge:R:1
O 1.381 3.187 0.299 0.12
C 0.731 2.660 1.152 -0.53
O -0.617 2.627 1.151 0.09
C 1.354 1.949 2.323 -0.08
C 2.322 0.847 1.875 -0.14
C 1.629 -0.415 1.344 -0.08
N 1.553 -0.495 -0.129 0.04
C 2.401 0.125 -1.016 0.05
C 2.054 -0.272 -2.281 -0.17
C 2.770 0.052 -3.550 -0.10
C 3.720 -1.090 -3.963 -0.16
C 4.889 -0.626 -4.812 -0.18
F 5.944 -1.521 -4.653 -0.05
N 0.960 -1.103 -2.133 0.06
C 0.250 -1.734 -3.251 -0.08
C -0.369 -0.738 -4.252 -0.14
C -1.891 -0.827 -4.229 -0.26
O -2.429 -0.297 -3.034 -0.05
C 0.681 -1.254 -0.825 -0.16
C -0.366 -2.154 -0.255 -0.07
C -0.072 -3.620 -0.628 -0.16
C 0.934 -4.262 0.352 -0.14
C 1.876 -5.244 -0.371 -0.06
C 3.144 -4.520 -0.772 -0.45
F 3.768 -3.996 0.316 0.11
F 2.820 -3.472 -1.593 0.09
C 4.166 -5.456 -1.490 -0.43
F 4.685 -6.252 -0.547 0.14
F 3.492 -6.218 -2.368 0.12
S 5.592 -4.622 -2.454 0.78
F 5.410 -3.279 -1.616 -0.14
F 4.504 -4.111 -3.507 -0.14
F 5.794 -5.948 -3.296 -0.11
F 6.676 -5.106 -1.416 -0.11
F 6.708 -3.919 -3.302 -0.10
H -0.984 3.514 0.965 0.10
H 1.930 2.700 2.868 0.14
H 0.609 1.575 3.023 0.09
H 2.930 0.555 2.731 0.12
H 3.011 1.275 1.153 0.10
H 2.170 -1.297 1.693 0.13
H 0.622 -0.476 1.752 0.12
H 3.200 0.776 -0.707 0.14
H 2.071 0.277 -4.354 0.11
H 3.343 0.958 -3.348 0.13
H 3.163 -1.883 -4.464 0.11
H 4.134 -1.533 -3.054 0.10
H 4.644 -0.616 -5.876 0.13
H 5.240 0.360 -4.502 0.12
H 0.975 -2.380 -3.749 0.13
H -0.557 -2.340 -2.854 0.11
H -0.075 0.286 -4.018 0.11
H -0.027 -0.957 -5.266 0.12
H -2.314 -0.327 -5.104 0.13
H -2.195 -1.874 -4.255 0.12
H -2.391 0.663 -3.092 0.08
H -0.318 -2.081 0.831 0.11
H -1.364 -1.829 -0.553 0.13
H 0.369 -3.685 -1.620 0.08
H -0.990 -4.207 -0.662 0.13
H 1.526 -3.479 0.827 0.10
H 0.389 -4.814 1.117 0.12
H 2.136 -6.103 0.248 0.14
H 1.399 -5.620 -1.275 0.13
C -1.943 5.278 -5.275 -0.12
O -2.875 5.989 -4.489 -0.19
C -4.190 5.447 -4.497 -0.21
C -4.569 4.966 -3.115 -0.21
N -3.777 3.802 -2.735 -0.05
C -3.932 3.390 -1.346 -0.20
C -3.428 4.320 -0.256 -0.20
O -2.017 4.475 -0.278 -0.23
C -1.514 5.538 -1.079 -0.06
H -1.008 5.834 -5.248 0.09
H -1.764 4.266 -4.889 0.08
H -2.275 5.201 -6.315 0.09
H -4.266 4.633 -5.224 0.12
H -4.880 6.239 -4.799 0.13
H -5.627 4.694 -3.106 0.13
H -4.432 5.810 -2.425 0.11
H -2.801 4.008 -2.908 0.07
H -3.397 2.449 -1.215 0.11
H -4.989 3.177 -1.160 0.12
H -3.672 3.852 0.701 0.13
H -3.916 5.300 -0.263 0.12
H -2.212 6.377 -1.107 0.10
H -1.304 5.213 -2.100 0.08
H -0.578 5.871 -0.634 0.09
C -1.824 -3.407 6.148 -0.12
O -2.832 -2.434 6.322 -0.20
C -3.006 -2.010 7.672 -0.21
C -2.650 -0.549 7.819 -0.21
N -1.220 -0.345 7.629 -0.05
C -0.804 1.050 7.571 -0.20
C -1.307 1.893 6.406 -0.22
O -0.806 1.485 5.140 -0.19
C -1.566 0.490 4.481 -0.10
H -1.843 -3.706 5.101 0.08
H -0.828 -3.018 6.389 0.08
H -2.010 -4.291 6.766 0.09
H -2.398 -2.622 8.344 0.12
H -4.056 -2.152 7.937 0.12
H -2.928 -0.213 8.822 0.13
H -3.258 0.014 7.097 0.11
H -0.941 -0.808 6.774 0.07
H 0.288 1.066 7.546 0.12
H -1.105 1.542 8.501 0.12
H -0.947 2.913 6.557 0.12
H -2.401 1.945 6.371 0.11
H -2.628 0.566 4.725 0.09
H -1.224 -0.522 4.720 0.07
H -1.451 0.646 3.405 0.07
```

Total charge ... +1
LUMO ... -1.97 eV
Frontier orbital gap ... 8.45 eV



(4)
This record from the OMol25 dataset describes a cluster of 6 separate species, C31H60BFN7O16 in total in a non-equilibrium geometry. The level of theory is ωB97M-V with the def2-TZVPD basis set.

```
116
Properties=species:S:1:pos:R:3:lowdin_charge:R:1
C 2.040 0.371 -2.915 -0.05
C 1.071 -0.553 -3.674 -0.18
N 0.486 -1.630 -2.865 -0.05
C 1.102 -2.954 -3.018 -0.09
C 2.501 -2.984 -2.374 -0.35
C 3.628 -3.003 -3.397 -0.01
F 2.617 -4.143 -1.630 -0.02
C -0.895 -1.550 -2.752 -0.28
N -1.675 -1.778 -3.764 0.19
C -1.257 -2.074 -5.129 -0.14
C -2.388 -2.792 -5.879 -0.23
N -2.721 -4.083 -5.258 0.03
N -1.505 -1.178 -1.586 0.10
C -0.838 -1.607 -0.354 -0.06
C -1.279 -3.049 0.081 -0.65
N -1.917 -2.862 1.388 0.10
N -0.108 -3.910 0.121 0.11
N -2.283 -3.668 -0.728 0.11
B -1.900 0.273 -1.567 -0.55
C -3.406 0.686 -1.718 0.05
O -0.911 1.175 -1.405 0.21
H 2.272 0.003 -1.928 0.06
H 1.628 1.364 -2.870 0.07
H 2.968 0.440 -3.471 0.08
H 0.319 0.075 -4.132 0.12
H 1.597 -1.007 -4.505 0.12
H 1.236 -3.252 -4.055 0.11
H 0.502 -3.687 -2.499 0.12
H 2.615 -2.149 -1.698 0.12
H 3.274 -2.871 -4.413 0.07
H 4.133 -3.953 -3.358 0.09
H 4.353 -2.223 -3.212 0.08
H -2.678 -1.734 -3.599 0.16
H -1.067 -1.133 -5.631 0.13
H -0.385 -2.705 -5.192 0.11
H -3.238 -2.120 -5.893 0.10
H -2.016 -2.925 -6.884 0.11
H -3.442 -3.929 -4.564 0.07
H -1.910 -4.439 -4.765 0.06
H -1.201 -0.962 0.434 0.11
H 0.240 -1.486 -0.368 0.12
H -1.369 -2.230 1.955 0.04
H -2.059 -3.749 1.850 0.09
H 0.652 -3.395 0.553 0.06
H -0.275 -4.691 0.744 0.09
H -1.978 -3.859 -1.672 0.06
H -3.146 -3.145 -0.698 0.09
H -3.992 -0.118 -2.134 0.06
H -3.840 0.881 -0.743 0.08
H -3.535 1.556 -2.351 0.07
H -1.330 2.049 -1.337 0.13
C 3.931 -1.811 3.708 0.00
C 2.622 -1.624 2.990 -0.32
C 2.350 -0.219 2.507 -0.07
O 0.909 -0.187 2.492 0.05
C 0.476 -1.069 3.427 -0.57
O -0.653 -1.159 3.795 0.14
O 1.497 -1.831 3.873 0.10
H 4.763 -1.754 3.008 0.10
H 4.067 -1.044 4.469 0.07
H 3.962 -2.777 4.212 0.10
H 2.532 -2.346 2.170 0.15
H 2.748 -0.017 1.516 0.14
H 2.706 0.544 3.201 0.13
C 2.704 3.695 7.010 -0.02
C 3.273 2.380 6.542 -0.32
C 4.460 1.871 7.323 -0.08
O 5.142 1.072 6.339 0.07
C 4.843 1.583 5.128 -0.57
O 5.385 1.273 4.111 0.13
O 3.848 2.494 5.220 0.08
H 2.179 3.568 7.956 0.09
H 3.493 4.436 7.145 0.09
H 2.008 4.094 6.274 0.09
H 2.485 1.623 6.491 0.16
H 4.185 1.266 8.183 0.14
H 5.132 2.670 7.641 0.14
C -3.995 -0.712 2.599 -0.03
C -5.386 -0.133 2.614 -0.33
C -6.335 -0.738 3.619 -0.09
O -7.609 -0.517 2.995 0.07
C -7.407 -0.469 1.655 -0.56
O -8.265 -0.473 0.836 0.17
O -6.075 -0.415 1.380 0.07
H -3.433 -0.399 3.479 0.09
H -4.021 -1.799 2.573 0.08
H -3.458 -0.388 1.708 0.07
H -5.343 0.955 2.723 0.16
H -6.297 -0.258 4.594 0.14
H -6.192 -1.814 3.738 0.14
C -7.415 3.209 -3.569 -0.01
C -6.095 2.675 -4.065 -0.32
C -5.927 2.642 -5.564 -0.07
O -4.988 1.562 -5.732 0.07
C -5.149 0.726 -4.688 -0.57
O -4.662 -0.363 -4.614 0.13
O -5.938 1.274 -3.744 0.08
H -7.470 4.286 -3.719 0.10
H -8.247 2.739 -4.094 0.09
H -7.539 2.995 -2.508 0.09
H -5.268 3.213 -3.590 0.15
H -5.529 3.564 -5.978 0.14
H -6.848 2.378 -6.086 0.14
C 7.064 2.670 1.911 -0.02
C 6.849 4.154 1.757 -0.33
C 7.591 4.810 0.618 -0.10
O 7.735 6.156 1.088 0.06
C 7.739 6.115 2.447 -0.56
O 8.013 7.029 3.150 0.17
O 7.382 4.878 2.882 0.08
H 6.557 2.123 1.116 0.09
H 8.127 2.423 1.880 0.09
H 6.682 2.328 2.869 0.05
H 5.778 4.375 1.705 0.16
H 7.045 4.791 -0.323 0.14
H 8.587 4.388 0.468 0.14
```

Total charge ... +1
LUMO ... -2.79 eV
Frontier orbital gap ... 8.68 eV



These records have E_tot values of -113424.5156, -68535.1161, -91398.5027, -79702.7228 eV, in the order they appear.